Entry 1:
{"formula": "C22H22Br2N3O5S", "method": "wB97M-V/def2-TZVPD", "symbols": ["H", "C", "C", "H", "N", "H", "H", "C", "H", "H", "C", "H", "N", "H", "H", "C", "H", "Br", "C", "H", "C", "C", "H", "C", "C", "C", "O", "S", "C", "O", "C", "H", "H", "H", "O", "Br", "H", "H", "C", "C", "C", "H", "C", "H", "C", "H", "O", "H", "N", "H", "C", "O", "C", "C", "C"], "coordinates": [[2.229, -1.395, -0.401], [-1.712, -6.202, 1.129], [-0.010, 2.951, -2.117], [1.557, 2.244, -3.408], [-0.460, -1.760, -0.798], [-2.789, -1.902, -1.137], [-4.024, 8.163, 1.643], [-1.794, 3.879, -0.658], [2.804, -4.556, 2.124], [-3.858, 3.916, 1.078], [-0.222, 5.347, -1.927], [-2.264, -4.639, 2.695], [-0.583, -3.263, 0.881], [2.248, -4.399, -0.409], [-4.879, 5.892, 2.150], [1.472, 4.394, -3.356], [0.252, -3.611, 2.892], [-3.711, -6.192, 0.936], [1.902, -2.223, 0.326], [2.140, -1.828, 1.378], [-3.583, 7.297, 1.161], [1.053, 3.115, -2.998], [-0.955, -5.878, 3.194], [-0.143, -4.187, 1.986], [-3.485, 4.908, 0.845], [-0.870, 6.541, -1.335], [4.516, -5.712, -0.662], [4.941, -5.125, 0.869], [-1.966, 6.352, -0.358], [5.220, -6.233, 1.830], [3.534, -4.014, 1.436], [-1.323, -5.693, 0.173], [3.668, -3.209, -0.623], [1.169, 6.504, -3.101], [6.101, -4.197, 0.631], [0.083, -0.548, -2.101], [-2.178, 8.461, 0.031], [3.922, -3.107, 2.020], [-1.331, -5.207, 2.343], [-4.060, 6.020, 1.449], [0.836, 5.509, -2.822], [-0.335, 1.953, -1.843], [2.801, -3.528, 0.064], [4.076, -6.588, -0.574], [0.340, -2.442, 0.176], [-1.329, -7.260, 1.259], [-0.503, 7.659, -1.644], [0.726, -4.791, 1.559], [-1.869, -3.115, 0.448], [2.297, 4.522, -4.049], [-2.428, 5.071, -0.052], [-2.198, 2.757, -0.394], [-1.828, -2.182, -0.612], [-2.542, 7.464, 0.255], [-0.654, 4.067, -1.584]], "forces_ev_per_a": [[-0.822, -1.272, 1.061], [0.369, 1.712, -0.239], [0.274, 0.016, -0.241], [0.001, 0.094, -0.005], [-1.391, -2.259, 2.341], [1.744, -0.075, 0.470], [0.047, -0.083, -0.064], [-0.420, -0.654, 0.287], [1.221, 0.343, -0.977], [0.158, 0.070, -0.117], [0.271, -0.294, -0.237], [1.548, -0.846, -0.529], [2.537, 2.728, -1.962], [0.618, 1.256, 0.524], [0.084, 0.005, -0.076], [-0.092, 0.090, 0.080], [-0.875, -0.575, -1.336], [1.255, -0.310, 0.055], [-0.335, -0.033, 0.182], [-0.667, -0.508, -1.473], [0.126, -0.097, -0.131], [-0.244, 0.060, 0.196], [-0.536, 1.257, -1.011], [-0.349, -1.436, 0.134], [-0.118, 0.134, 0.134], [0.191, 1.037, -0.147], [-0.139, 0.418, 2.295], [4.645, 0.208, 1.406], [-0.234, 0.014, 0.244], [-1.797, 2.418, -2.692], [-1.479, 0.219, -0.922], [-0.646, -1.290, 1.257], [-1.532, -0.564, 0.837], [-0.159, -0.063, 0.147], [-3.837, -2.313, 0.044], [-0.089, -0.691, 0.535], [0.051, -0.196, -0.092], [0.066, -1.574, -1.056], [0.136, -0.494, 0.454], [0.125, -0.081, -0.107], [0.146, -0.179, -0.109], [-0.146, 0.464, 0.095], [1.051, 0.310, 0.575], [0.434, 0.465, 0.167], [-2.093, 0.106, -0.666], [-0.627, 1.447, -0.195], [-0.055, -0.382, 0.053], [-1.131, 0.844, 0.490], [1.198, 2.806, -3.027], [-0.090, 0.000, 0.073], [-0.171, 0.138, 0.149], [0.170, 0.106, -0.093], [1.514, -2.517, 3.261], [-0.156, 0.062, 0.143], [0.251, -0.038, -0.185]], "lowdin_charge": [0.104, -0.565, -0.043, 0.096, -0.430, 0.160, 0.113, -0.278, 0.094, 0.119, -0.075, 0.095, -0.078, 0.118, 0.111, -0.047, 0.151, 0.576, -0.092, 0.139, -0.046, -0.068, 0.126, -0.102, 0.002, -0.276, -0.194, 0.733, -0.083, -0.314, -0.206, 0.053, 0.128, 0.127, -0.316, 0.978, 0.125, 0.127, -0.252, -0.050, 0.016, 0.006, -0.205, 0.103, -0.121, 0.077, 0.117, 0.116, 0.132, 0.113, -0.088, 0.081, -0.038, 0.011, -0.082], "de_lowest_kcal_mol": 79.16, "orbital_gap_ha": 0.2608, "homo_ha": -0.427, "total_charge": 1, "spin_multiplicity": 1}

=====

Entry 2:
{"formula": "C22H22BrCl5N5Tm", "method": "wB97M-V/def2-TZVPD", "symbols": ["C", "Cl", "C", "H", "H", "Br", "C", "C", "H", "H", "H", "N", "C", "H", "H", "C", "C", "H", "C", "Cl", "H", "C", "Tm", "C", "H", "N", "H", "H", "C", "Cl", "C", "H", "C", "H", "N", "Cl", "C", "H", "H", "H", "C", "N", "C", "H", "H", "H", "C", "C", "C", "Cl", "H", "C", "C", "H", "N", "C"], "coordinates": [[1.482, 1.527, -1.208], [0.478, 2.710, 0.984], [1.759, 2.482, -0.265], [-5.187, -0.760, -1.721], [-0.294, -0.093, 4.229], [-5.916, 1.403, -3.617], [3.821, 3.129, -1.229], [3.714, -0.170, 3.338], [3.482, -0.679, -0.746], [-2.776, -0.805, 1.847], [-3.290, 2.761, -3.306], [-1.048, 0.288, 2.278], [2.756, -0.811, 1.254], [0.014, -4.208, 0.597], [-1.748, -3.051, 2.425], [0.384, -3.181, 0.539], [2.429, 1.418, -2.216], [3.428, -2.311, -0.108], [-2.189, 1.577, -1.910], [2.160, 0.257, -3.498], [-1.656, 1.100, 2.316], [-0.014, 0.469, 3.331], [0.006, 0.135, 0.000], [-1.900, -0.907, 2.492], [4.837, -1.022, 1.708], [-0.710, -2.202, 0.758], [1.100, -3.059, 1.354], [-3.139, -1.183, -0.431], [1.043, -2.922, -0.794], [5.235, 4.081, -1.238], [3.870, -0.699, 2.066], [1.751, -1.311, -1.828], [-4.349, -0.082, -1.792], [1.829, -3.658, -0.989], [-2.123, 0.495, -1.114], [3.126, 4.413, 1.064], [2.891, 3.287, -0.201], [0.314, -3.020, -1.605], [-1.501, -2.525, 0.203], [4.569, -0.060, 3.990], [3.585, 2.197, -2.257], [1.543, -0.415, 1.672], [2.876, -1.366, -0.150], [-0.242, -2.239, 2.791], [-2.269, -0.941, 3.522], [-1.312, 2.216, -1.942], [-3.198, -0.312, -1.071], [-1.142, -2.175, 2.176], [-4.398, 1.041, -2.614], [4.725, 2.032, -3.519], [0.001, 1.521, 3.621], [2.454, 0.213, 3.774], [-3.295, 1.883, -2.678], [2.306, 0.618, 4.765], [1.583, -1.546, -0.850], [1.382, 0.067, 2.913]], "forces_ev_per_a": [[-0.120, -0.089, -0.148], [0.169, 0.062, -0.150], [0.033, 0.294, 0.147], [-0.021, -0.016, -0.001], [0.023, 0.023, -0.020], [-0.116, 0.019, -0.071], [-0.027, -0.022, 0.004], [-0.023, 0.008, -0.029], [0.000, 0.002, 0.058], [0.024, -0.033, 0.001], [-0.031, 0.017, -0.015], [0.156, -0.027, -0.094], [0.070, 0.011, -0.018], [0.021, 0.017, -0.048], [-0.015, 0.047, -0.009], [-0.091, -0.034, 0.123], [0.181, 0.087, -0.096], [-0.031, 0.026, -0.022], [-0.026, 0.022, -0.107], [-0.002, 0.045, 0.035], [0.002, -0.023, 0.015], [-0.116, 0.064, 0.063], [-0.334, -0.410, 0.139], [-0.084, 0.112, 0.074], [0.039, -0.002, 0.000], [0.003, 0.050, -0.099], [0.023, 0.015, -0.062], [0.008, 0.004, 0.012], [0.093, -0.004, -0.166], [0.028, 0.010, -0.008], [-0.089, -0.038, 0.032], [-0.002, -0.003, 0.034], [0.094, 0.044, 0.017], [-0.041, -0.004, 0.065], [0.126, -0.126, 0.105], [0.018, 0.006, -0.014], [-0.104, -0.057, -0.057], [0.000, -0.002, 0.054], [0.018, 0.011, 0.028], [0.034, -0.001, 0.023], [-0.049, 0.032, 0.091], [0.101, 0.025, 0.041], [0.009, -0.038, -0.045], [-0.030, 0.053, 0.002], [0.029, -0.031, -0.034], [0.007, -0.031, 0.013], [-0.099, 0.069, -0.095], [0.058, -0.155, -0.026], [0.089, 0.003, 0.020], [-0.001, -0.025, -0.036], [0.040, -0.041, 0.007], [-0.058, -0.082, -0.031], [0.075, -0.042, 0.129], [0.001, 0.005, 0.041], [-0.090, 0.112, 0.146], [0.029, 0.039, -0.014]], "lowdin_charge": [-0.336, 0.720, -0.652, 0.121, 0.143, 0.898, -0.690, 0.012, 0.133, 0.116, 0.124, -0.153, -0.233, 0.143, 0.144, -0.178, -0.695, 0.146, -0.111, 0.725, 0.117, -0.144, 1.379, -0.177, 0.137, -0.125, 0.121, 0.096, -0.166, 0.758, 0.024, 0.030, -0.069, 0.138, -0.079, 0.744, -0.709, 0.136, 0.117, 0.132, -0.701, 0.021, -0.110, 0.122, 0.138, 0.112, -0.128, -0.177, -0.673, 0.747, 0.127, 0.022, -0.062, 0.137, -0.153, -0.259], "orbital_gap_ha": [0.3107, 0.3114], "s2": 2.00, "homo_ha": [-0.517, -0.517], "total_charge": 2, "spin_multiplicity": 3}

=====

Entry 3:
{"formula": "C22H22CdFI2N3O5S4", "method": "wB97M-V/def2-TZVPD", "symbols": ["C", "H", "O", "C", "H", "C", "C", "H", "H", "H", "N", "C", "H", "C", "C", "C", "S", "H", "H", "H", "S", "H", "I", "H", "H", "H", "N", "C", "C", "C", "F", "O", "C", "C", "C", "S", "S", "O", "Cd", "H", "H", "I", "C", "C", "O", "H", "H", "H", "H", "C", "C", "H", "C", "C", "H", "C", "N", "H", "C", "O"], "coordinates": [[0.181, 3.732, -3.212], [3.546, -4.037, -2.735], [-0.474, 1.485, 1.646], [0.740, 7.867, -2.163], [0.023, 2.687, -3.448], [0.117, 3.508, 0.532], [0.264, 4.106, -1.869], [2.482, 7.561, -0.933], [0.367, 5.116, 1.794], [-0.934, -3.191, 6.145], [-0.868, -4.187, 6.022], [0.559, 6.422, -2.538], [0.507, -0.822, 2.678], [0.734, 7.189, 0.246], [0.123, 3.033, -0.840], [-0.145, -2.599, 3.747], [-3.348, -1.927, -1.574], [1.281, 8.392, -2.952], [0.570, 6.763, -4.653], [2.060, 1.221, 1.418], [-1.424, -1.504, -2.184], [2.386, 6.660, 1.536], [2.181, -3.186, -4.844], [-2.166, -4.897, 2.333], [-0.237, 8.354, -2.070], [2.490, 1.214, -0.298], [-0.748, -1.959, 1.541], [0.298, 4.694, -4.174], [-1.571, -4.001, 2.445], [0.343, 4.822, 0.755], [0.230, 4.358, -5.487], [0.180, 3.241, 2.879], [-1.475, -3.066, 1.422], [2.371, 0.569, 0.591], [0.461, 5.448, -1.527], [-4.225, -0.090, -1.198], [-3.136, 0.720, 0.353], [0.041, 1.875, -1.230], [-0.696, -0.145, -0.137], [-0.257, 7.644, 0.375], [0.896, 6.983, 2.422], [2.440, -1.859, -1.493], [-0.910, -3.752, 3.636], [3.376, -3.020, -3.067], [-1.363, -5.889, 4.623], [-1.147, -4.772, 6.791], [1.558, 9.006, -0.515], [0.422, -2.377, 4.642], [4.304, -2.555, -3.382], [-1.071, -4.719, 4.776], [-0.097, 2.661, 1.810], [-2.007, -3.185, 0.484], [-0.084, -1.730, 2.668], [1.470, 7.966, -0.836], [1.798, 8.323, 1.720], [1.493, 7.287, 1.565], [0.552, 5.791, -0.181], [3.385, 0.202, 0.838], [0.486, 6.032, -3.857], [1.492, -0.487, 0.392]], "forces_ev_per_a": [[-0.010, -0.047, -0.038], [0.021, -0.010, -0.012], [0.012, -0.065, 0.199], [-0.018, 0.002, 0.002], [0.004, 0.006, 0.002], [-0.123, 0.004, -0.071], [0.004, -0.020, 0.104], [-0.005, 0.003, -0.005], [0.012, 0.013, 0.009], [0.006, -0.008, -0.011], [-0.015, -0.021, 0.061], [0.002, 0.022, 0.006], [-0.012, 0.015, 0.021], [-0.025, -0.062, 0.001], [-0.028, 0.073, 0.111], [0.071, 0.077, 0.029], [-0.115, 0.125, 0.017], [0.009, -0.004, 0.001], [-0.002, -0.002, -0.002], [-0.029, 0.004, 0.019], [0.152, -0.179, -0.085], [0.009, 0.014, 0.000], [0.070, -0.037, -0.019], [0.004, 0.009, -0.013], [-0.001, 0.001, -0.010], [-0.026, 0.012, -0.026], [-0.128, -0.040, 0.007], [-0.001, 0.006, 0.000], [-0.049, -0.014, -0.066], [-0.034, -0.015, -0.037], [-0.002, 0.011, 0.004], [-0.191, 0.043, -0.012], [0.017, -0.021, 0.093], [0.031, -0.045, 0.038], [-0.015, 0.046, 0.038], [0.012, -0.103, -0.079], [-0.089, -0.023, 0.073], [0.046, 0.031, -0.034], [-0.098, 0.195, 0.083], [-0.005, -0.001, -0.013], [0.004, -0.014, 0.001], [0.046, 0.037, 0.178], [-0.008, -0.123, 0.138], [-0.151, 0.088, 0.013], [0.017, -0.057, 0.014], [0.013, 0.011, 0.004], [0.002, -0.001, 0.001], [0.003, 0.013, -0.019], [0.009, -0.022, 0.002], [-0.033, 0.171, -0.190], [0.469, -0.088, -0.114], [0.010, 0.019, -0.006], [0.019, 0.030, -0.046], [0.047, 0.000, 0.000], [-0.015, -0.002, 0.008], [-0.001, 0.004, -0.008], [0.035, 0.065, 0.005], [0.004, -0.011, -0.007], [-0.007, -0.026, -0.017], [0.075, -0.089, -0.344]], "lowdin_charge": [0.078, -0.070, -0.160, -0.144, 0.141, -0.011, -0.030, 0.132, 0.114, 0.090, 0.149, -0.153, 0.100, -0.320, -0.302, -0.016, -0.293, 0.112, 0.120, 0.055, -0.275, 0.098, 0.536, 0.114, 0.122, 0.047, 0.022, -0.264, 0.005, 0.008, 0.040, -0.053, -0.110, -0.382, -0.084, -0.294, -0.246, -0.053, 1.091, 0.152, 0.077, 0.939, -0.155, -1.193, 0.046, 0.098, 0.113, 0.104, -0.071, -0.498, -0.671, 0.050, -0.109, -0.163, 0.075, -0.052, 0.011, 0.044, 0.026, -0.737], "de_lowest_kcal_mol": 31.61, "orbital_gap_ha": 0.1706, "homo_ha": -0.035, "total_charge": -2, "spin_multiplicity": 1}

=====

Entry 4:
{"formula": "C22H22CdFI2N3O5S4", "method": "wB97M-V/def2-TZVPD", "symbols": ["C", "N", "C", "H", "C", "O", "S", "F", "S", "H", "H", "O", "S", "S", "H", "C", "C", "C", "C", "C", "C", "H", "H", "C", "H", "C", "C", "H", "H", "N", "C", "I", "O", "C", "O", "H", "H", "C", "H", "Cd", "H", "H", "H", "I", "C", "C", "H", "H", "C", "C", "H", "O", "C", "H", "N", "H", "C", "H", "C", "H"], "coordinates": [[-0.945, -4.525, -1.695], [-3.157, -5.213, -3.363], [1.242, -3.975, 2.606], [1.111, -4.025, -1.301], [-1.417, -2.829, 0.372], [-4.526, -4.990, -1.579], [4.498, -3.489, -2.951], [-4.037, 1.335, -1.551], [1.380, -2.208, -3.342], [2.006, 5.538, -0.383], [0.517, 5.601, -1.315], [0.063, -0.060, 0.859], [2.505, -3.925, -3.070], [1.665, -0.899, -1.763], [-1.546, -2.131, 1.191], [-3.420, -4.850, -2.070], [0.189, 1.161, 0.786], [2.693, 1.373, 1.657], [-2.056, 5.569, -0.209], [1.326, 1.936, 1.228], [-1.968, 1.259, -0.420], [0.138, -3.997, 2.569], [-1.102, 7.149, 0.928], [-0.945, 3.347, 0.257], [-3.960, -5.437, -3.926], [0.075, -3.878, -1.011], [4.697, -3.621, 2.050], [5.206, -4.555, 2.255], [-0.686, -5.200, -2.500], [-0.159, -3.031, -0.018], [-3.008, 1.975, -0.940], [5.801, -2.097, 3.057], [3.389, 2.127, 2.348], [-2.257, -4.277, -1.325], [1.773, -2.699, 2.567], [-3.083, 5.917, -0.081], [-1.615, 5.761, 1.889], [-1.177, 6.060, 0.933], [2.038, 3.850, 1.659], [1.902, -1.664, 0.719], [-1.907, 0.180, -0.490], [1.579, -4.635, 1.783], [0.781, 5.735, 1.729], [4.587, -3.342, -0.080], [-2.033, 4.064, -0.279], [-3.062, 3.360, -0.868], [1.052, 7.031, -0.411], [-3.916, 3.878, -1.289], [-2.498, -3.428, -0.249], [1.205, 3.282, 1.261], [3.695, -3.560, 2.468], [2.998, 0.245, 1.193], [0.221, 5.461, 0.832], [-2.356, -4.818, -3.828], [0.127, 4.002, 0.844], [-1.702, 5.990, -1.154], [-0.926, 1.950, 0.205], [1.526, -4.488, 3.545], [0.993, 5.940, -0.395], [-3.513, -3.231, 0.068]], "forces_ev_per_a": [[-0.112, -0.006, 0.030], [-0.002, 0.040, -0.025], [0.021, -0.009, 0.050], [-0.133, -0.090, 0.208], [-0.052, 0.076, -0.131], [-0.004, -0.023, 0.004], [-0.153, 0.071, -0.565], [-0.002, -0.002, -0.002], [0.053, 0.000, 0.067], [0.000, -0.003, -0.001], [-0.003, 0.000, 0.000], [-0.043, 0.056, 0.251], [0.363, 0.056, -0.326], [0.190, 0.078, -0.136], [-0.013, -0.019, 0.022], [-0.005, 0.000, 0.010], [-0.011, -0.026, -0.123], [-0.025, -0.007, -0.083], [0.004, 0.003, -0.013], [0.013, -0.001, 0.044], [0.015, 0.005, 0.001], [-0.025, 0.013, -0.005], [0.006, -0.001, -0.003], [0.031, 0.005, -0.012], [0.000, -0.006, 0.001], [-0.104, 0.065, 0.139], [-0.007, 0.180, 0.217], [-0.017, -0.052, 0.043], [0.009, -0.004, -0.013], [-0.051, -0.191, 0.273], [-0.007, 0.002, 0.001], [0.099, 0.017, 0.125], [-0.013, 0.016, -0.016], [0.046, -0.027, -0.036], [0.033, -0.057, -0.129], [-0.001, -0.008, 0.011], [-0.009, 0.000, -0.005], [0.010, 0.001, 0.009], [-0.003, 0.004, 0.007], [-0.208, 0.017, -0.366], [-0.021, -0.004, 0.013], [0.015, 0.014, 0.008], [0.008, 0.005, -0.008], [0.152, -0.263, 0.177], [-0.004, 0.000, 0.005], [0.002, -0.010, -0.011], [0.002, 0.000, 0.003], [0.004, 0.010, 0.004], [-0.013, 0.066, 0.022], [0.014, -0.012, -0.008], [0.024, 0.001, 0.043], [-0.008, 0.023, 0.221], [-0.004, -0.010, -0.008], [0.001, -0.019, 0.008], [-0.031, 0.002, 0.029], [-0.009, 0.007, 0.000], [-0.022, 0.007, -0.013], [0.000, 0.009, -0.005], [0.003, 0.003, -0.006], [-0.001, -0.005, 0.004]], "lowdin_charge": [-0.019, 0.156, -0.381, -0.029, -0.138, 0.037, -0.358, 0.041, -0.196, 0.085, 0.083, -0.081, -0.268, -0.166, 0.107, -0.499, -0.326, -0.645, -0.144, -0.020, 0.079, 0.040, 0.113, -0.085, 0.099, -0.229, -1.186, -0.067, 0.110, 0.003, -0.261, 0.571, -0.021, -0.149, -0.508, 0.114, 0.124, -0.146, 0.137, 1.220, 0.129, 0.051, 0.144, 0.662, -0.144, 0.029, 0.079, 0.122, -0.004, 0.015, -0.105, -0.154, -0.325, 0.096, -0.006, 0.113, -0.033, 0.055, -0.031, 0.110], "de_lowest_kcal_mol": 45.99, "orbital_gap_ha": 0.1706, "homo_ha": -0.040, "total_charge": -2, "spin_multiplicity": 1}